DFT (the ωB97M-V functional and the def2-TZVPD basis) results for a molecular structure, C34H47ClFeIN5O4S2Si.

Each line ends with the Mulliken spin population.
Atoms and positions in Å:
C -4.12 1.14 3.88  0.00
H 0.64 2.40 -4.46  0.00
H -2.15 0.90 -0.96  -0.01
H -3.33 2.86 -2.93  0.00
H 2.69 -4.73 -1.70  0.00
H -2.05 -4.68 -1.85  0.00
C 2.64 4.81 3.94  0.00
C 5.51 2.90 2.51  0.00
C 3.42 2.00 1.59  -0.01
H 0.14 -0.03 2.37  0.01
C 3.33 -2.18 -0.96  0.00
C 0.43 -4.31 0.49  0.00
H 6.59 2.87 2.54  0.00
H 3.12 5.49 4.64  0.00
H -0.11 -4.32 -0.46  0.00
C -1.51 -1.84 -3.74  0.01
I 5.89 0.71 0.45  0.00
C -1.99 -2.63 -2.52  0.00
C 2.87 -4.06 -2.55  0.00
C -3.49 -2.42 -2.31  0.00
H 0.67 5.59 4.24  0.00
O 0.35 -1.85 0.64  0.08
C -4.00 0.94 0.17  0.00
O 1.12 -2.62 -1.87  -0.01
C 2.74 3.00 2.36  -0.02
Cl 5.72 4.82 4.38  0.00
H 2.25 -4.39 -3.38  0.00
H 3.07 -1.17 -0.67  0.00
H 2.47 -0.69 -3.10  0.00
H -1.14 1.04 5.49  0.00
H 1.03 -4.19 2.91  0.00
C 4.83 3.78 3.31  0.01
H -3.56 1.30 5.92  0.00
C -3.66 1.02 2.55  0.00
N -1.75 3.69 -1.86  0.00
H -2.17 -4.50 -3.61  0.00
H -1.85 2.21 -4.89  0.00
C -3.22 1.18 4.90  0.00
N -0.04 0.66 3.09  0.01
C -4.53 1.01 1.43  0.00
Si 0.15 -1.64 -1.01  -0.09
H -1.73 -2.29 2.27  0.00
C -1.36 0.87 3.38  0.01
C -0.08 3.07 -3.98  0.00
C -1.69 -4.12 -2.70  0.00
Fe 0.67 1.38 0.65  3.67
H 2.23 -2.03 -4.23  0.00
H -2.32 3.85 -1.05  0.00
H 3.92 -4.13 -2.83  0.00
H 1.85 -2.69 2.47  0.00
H -2.02 -3.11 0.74  0.00
O 2.74 1.17 0.87  0.11
S 0.16 3.82 -0.04  0.04
H -3.69 -1.35 -2.17  0.00
C -2.28 0.93 2.29  0.02
H -0.36 3.98 2.61  0.00
H 3.85 -1.69 -3.59  0.00
C -2.60 0.92 0.02  0.02
C -0.44 3.58 -1.61  0.02
C 1.29 4.86 3.73  0.00
H 0.19 -5.22 1.03  0.00
H 0.60 0.60 3.87  0.00
H -1.33 1.47 -3.35  0.00
H 3.15 -2.84 -0.11  0.00
S 0.36 0.38 -1.52  0.08
C 2.79 -1.70 -3.35  0.00
H -2.56 4.24 -3.71  0.00
C 4.82 2.03 1.66  0.01
C 2.52 -2.63 -2.17  0.00
C 3.42 3.88 3.23  0.00
N 1.41 3.06 2.17  0.03
C 0.71 3.96 2.82  0.01
O -1.36 -2.17 -1.33  0.00
C 0.05 -3.10 1.33  0.00
H -4.05 -2.77 -3.17  0.00
H -0.61 -4.25 -2.79  0.00
H -1.68 -4.06 2.21  0.00
H -1.63 -0.77 -3.56  0.00
H -3.82 -2.95 -1.42  0.00
H 1.34 3.14 -2.38  0.00
N 0.39 3.37 -2.64  0.01
H -0.45 -2.04 -3.91  0.00
H 4.40 -2.21 -1.19  0.00
H 0.37 -2.66 3.45  0.00
H -5.19 1.21 4.07  0.00
C -1.45 2.41 -3.89  0.00
C 0.87 -3.15 2.63  0.00
N -1.77 0.91 1.03  0.01
H -5.60 1.05 1.59  0.00
H -4.64 0.93 -0.70  0.00
C -1.45 -3.15 1.66  0.00
H -0.14 3.99 -4.56  0.00
C -2.37 3.34 -3.13  0.00
H 1.50 -4.30 0.27  0.00
H -2.08 -2.12 -4.62  0.00
C -1.84 1.04 4.66  0.01

Calculated values
Gap between HOMO and LUMO (spin up / spin down) ... 0.2537 / 0.2540 Ha
Net charge ... 0
Multiplicity ... 5
<S²> ... 6.010
Energy above the lowest of the compared OMol25 structures with the same formula, charge and spin ... 19.6 kcal per mole